A molecular structure, C23H22AsBr2LuN6O2S6 at a distorted geometry. Source: OMol25; level of theory: ωB97M-V/def2-TZVPD.

Each line ends with the natural charge from an NBO analysis.
Geometry (Å):
Lu -0.2552 -0.1195 0.8476  1.655
C -3.6067 -3.6732 -2.7148  -0.757
S -3.2011 -4.1814 -1.0525  0.232
C -2.1280 -2.9665 -0.3194  -0.079
S -2.4681 -1.3469 -0.7866  -0.298
N -1.2435 -3.3979 0.6151  -0.420
N -0.6220 -2.4232 1.3779  -0.337
C 0.0774 -2.9726 2.3537  0.114
C 0.7797 -2.1736 3.2906  0.124
C 1.6185 -2.7160 4.3231  -0.205
C 2.5788 -1.9707 5.0051  -0.191
C 2.5054 -0.5594 4.8567  -0.195
C 1.6172 -0.0349 3.8931  0.088
N 0.7613 -0.8128 3.1702  -0.472
H -4.2142 -4.4772 -3.1394  0.215
H -2.7094 -3.4019 -3.3096  0.230
H -4.2953 -2.8350 -2.6765  0.225
H 0.2605 -4.0363 2.3254  0.199
H 1.6143 -3.8132 4.4825  0.193
H 3.2393 -2.4736 5.6624  0.204
H 3.1755 0.1163 5.3316  0.231
H 1.5984 1.0102 3.5706  0.265
C -0.5880 3.2490 -1.7905  -0.660
C -1.7634 3.2614 -0.8896  0.249
C -2.8353 4.1865 -1.0248  -0.255
C -3.8071 4.2652 -0.0570  -0.148
C -3.7506 3.4038 1.0937  -0.120
C -4.4071 3.6260 2.2895  -0.129
Br -5.8103 4.8601 2.3552  0.002
C -4.2418 2.8142 3.4127  -0.219
C -3.3594 1.7667 3.4001  -0.221
Br -3.2220 0.5219 4.7563  0.087
C -2.6071 1.5304 2.2104  0.444
O -1.7140 0.5567 2.1902  -0.838
C -2.7170 2.3911 1.0689  0.102
N -1.7413 2.3466 0.1146  -0.395
H -0.7475 3.9787 -2.5881  0.188
H -0.4625 2.3171 -2.3201  0.242
H 0.3505 3.4410 -1.2598  0.284
H -2.9084 4.8890 -1.8499  0.209
H -4.6639 4.9512 -0.1789  0.217
H -4.8725 2.9601 4.2125  0.216
S 4.3574 0.9688 2.8203  -0.826
As 3.5360 0.7193 0.8234  1.017
S 1.5979 1.9221 0.9263  -0.830
S 2.7177 -1.4047 0.6232  -0.873
S 4.6926 1.1839 -0.9170  -0.835
N 0.2886 -0.1342 -1.3629  -0.601
C 1.1201 -0.6985 -2.0147  0.680
N 1.9342 -1.0682 -2.9465  -0.491
C 1.7390 -0.5235 -4.3171  -0.221
C 3.0987 0.0167 -4.7752  -0.093
O 4.0139 -1.0895 -4.7523  -0.561
C 4.2604 -1.5836 -3.3880  -0.104
C 3.0178 -2.0623 -2.7222  -0.251
H 1.0854 0.4254 -4.2165  0.225
H 1.2808 -1.3755 -4.9707  0.198
H 3.5002 0.8153 -4.1038  0.220
H 3.0031 0.2879 -5.8501  0.179
H 4.7523 -0.7860 -2.7909  0.238
H 4.9003 -2.4296 -3.4784  0.182
H 3.2435 -2.2304 -1.6822  0.299
H 2.6465 -3.0106 -3.1568  0.169

Its total charge is -2. Its calculated total energy is -12377.3536 Ha. The frontier orbital gap is 5.002 eV. The LUMO energy is 0.1315 hartree.

***

A molecular structure, C15H20MnNO4PS. Source: OMol25; level of theory: ωB97M-V/def2-TZVPD.

Each line ends with the Mulliken spin population.
Geometry (Å):
Mn -0.9048 0.0312 0.2368  1.116
O -0.6686 0.0860 2.1459  -0.030
N -0.2580 1.2244 2.7117  -0.004
C 0.0651 1.1569 4.0250  0.005
C 0.4587 2.2668 4.7094  -0.004
C 0.5232 3.4889 4.0230  0.005
C 0.1945 3.5327 2.6964  -0.002
C -0.2117 2.3743 2.0018  0.013
S -0.6203 2.3503 0.3413  -0.015
H -0.0223 0.1682 4.4473  0.001
H 0.7127 2.1823 5.7553  0.000
H 0.8310 4.3897 4.5367  0.001
H 0.2337 4.4535 2.1327  0.000
C 3.5401 0.1274 0.3327  0.000
O 2.1233 0.2580 0.4870  0.005
P 1.1045 -0.4874 -0.5038  -0.042
O 1.8144 -0.1426 -1.8963  -0.008
C 1.4603 -0.7490 -3.1384  -0.001
O 1.5354 -2.0463 -0.4122  0.003
C 1.2982 -2.7172 0.8300  0.008
H 3.9883 0.4871 1.2557  0.000
H 3.8835 0.7321 -0.5048  0.000
H 3.8216 -0.9133 0.1663  0.000
H 2.1908 -0.4069 -3.8674  0.000
H 0.4642 -0.4395 -3.4408  0.000
H 1.5058 -1.8358 -3.0580  0.000
H 2.0371 -2.4003 1.5687  0.000
H 1.4075 -3.7826 0.6418  0.001
H 0.2982 -2.5086 1.2104  -0.003
C -2.0222 -1.6772 0.0766  -0.025
C -2.2546 -1.1565 -1.2742  -0.032
C -2.7478 0.1510 -1.4210  -0.005
C -2.8438 0.7579 -2.6831  0.000
C -2.4771 0.0653 -3.8124  -0.005
C -1.9922 -1.2454 -3.6851  -0.002
C -1.8512 -1.8285 -2.4494  0.017
H -1.6205 -2.6875 0.0955  0.000
H -2.8620 -1.5740 0.7657  0.002
H -3.1724 0.6604 -0.5605  0.001
H -3.2347 1.7645 -2.7623  0.000
H -2.5695 0.5218 -4.7890  0.000
H -1.7099 -1.8007 -4.5721  0.000
H -1.4484 -2.8313 -2.3627  0.001

Its calculated total energy is -2829.7934 Ha. The frontier orbital gap (spin up / spin down) is 8.052 / 7.758 eV. The LUMO energy (spin up / spin down) is 0.0218 / 0.0191 hartree. The expectation value of S² is 0.84. The multiplicity is 2.

***

A molecular structure, C27H49MnNP2 at a distorted geometry. Source: OMol25; level of theory: ωB97M-V/def2-TZVPD.

Each line ends with the Mulliken spin population.
Geometry (Å):
P 0.5952 -2.9912 -0.4771  0.402
P 0.1950 1.5539 -0.3686  0.035
C 0.2927 -1.4260 -1.5949  -0.219
C 0.8347 0.0844 -1.5154  0.340
H -0.6838 -1.5462 -2.1011  0.047
H 0.9714 -1.8817 -2.3012  -0.046
H 1.9242 0.0458 -1.4799  0.107
H 0.5448 0.5612 -2.4421  -0.170
C -1.3304 2.2927 -1.0333  0.062
H -1.8714 2.8016 -0.2148  -0.003
H -2.0400 1.5198 -1.3640  -0.001
H -1.1646 2.9829 -1.8511  0.010
C 1.6188 2.6585 -0.1567  0.044
H 1.5638 3.5497 -0.8010  -0.001
H 2.5446 2.1053 -0.3757  -0.006
H 1.7063 2.9807 0.8971  0.006
C -0.6464 -4.2646 -0.8161  -0.042
H -0.7549 -5.0905 -0.0801  0.043
H -0.3206 -4.6813 -1.7789  0.019
H -1.6466 -3.8082 -0.9563  0.037
C 2.2677 -3.4433 -0.7473  0.072
H 2.8712 -2.5368 -0.8261  -0.006
H 2.2746 -3.9583 -1.6974  -0.013
H 2.7104 -4.0688 0.0272  0.021
Mn -0.6942 -0.5309 -0.1292  3.920
C 0.6023 0.7238 -4.4256  0.031
C -0.7232 0.6528 -4.1635  0.022
C -1.6664 0.0004 -5.1171  0.002
C -1.2957 -1.4843 -5.4157  0.005
C -0.5345 -2.1541 -4.3145  -0.035
C 0.8150 -2.1968 -4.3133  0.069
C 1.6878 -1.4693 -5.2964  0.040
C 1.2869 0.0187 -5.5505  0.002
C 0.5667 -2.3552 1.1510  0.007
H 1.2682 1.4528 -3.9374  -0.014
H -1.1869 1.2947 -3.4215  -0.038
H -1.6557 0.5480 -6.0628  0.003
H -2.6896 0.0316 -4.7194  0.001
H -2.2190 -2.0437 -5.5966  -0.004
H -0.6751 -1.5208 -6.3223  0.000
H -1.1525 -2.7445 -3.6232  0.041
H 1.3416 -2.9743 -3.7467  -0.038
H 1.6727 -2.0042 -6.2550  0.003
H 2.7289 -1.4834 -4.9390  -0.005
H 2.2114 0.5546 -5.7711  -0.004
H 0.6596 0.0664 -6.4460  0.001
H 1.1175 -1.3808 1.1546  0.010
H 1.0741 -3.1347 1.7740  -0.042
H -0.4679 -2.1102 1.5060  0.143
C 2.1807 0.6458 6.2914  0.001
C 1.5063 1.2454 5.0854  -0.008
C 1.5522 2.6392 4.9289  0.003
C 0.9050 3.2599 3.8625  0.004
C 0.9527 4.7570 3.7439  -0.001
C 0.2145 2.4770 2.9410  0.046
C 0.1224 1.0627 3.0551  0.047
C 0.8285 0.4804 4.1386  0.000
N -0.7348 0.3275 2.2328  -0.024
C -2.1110 0.1654 2.7671  -0.064
C -2.0964 -0.4700 4.1582  0.000
C -2.8043 1.5276 2.8763  0.005
C -2.9214 -0.7343 1.8166  0.184
H 3.2505 0.8883 6.3379  0.000
H 1.7477 1.0427 7.2204  0.000
H 2.0772 -0.4445 6.3032  0.000
H 2.0959 3.2501 5.6723  0.000
H 0.5220 5.2412 4.6296  0.000
H 1.9767 5.1420 3.6638  0.000
H 0.3955 5.1073 2.8719  0.000
H -0.3166 2.9722 2.1288  -0.004
H 0.8017 -0.6119 4.2648  -0.002
H -1.5548 -1.4214 4.1466  -0.003
H -1.6586 0.1919 4.9151  0.002
H -3.1294 -0.6683 4.4767  -0.001
H -2.7760 2.0529 1.9126  -0.002
H -3.8543 1.3823 3.1694  0.000
H -2.3320 2.1539 3.6423  0.004
H -2.9602 -0.2754 0.8026  -0.014
H -3.9463 -0.8428 2.2127  0.006
H -2.4621 -1.7400 1.7674  -0.035

Its calculated total energy is -2946.2103 Ha. The frontier orbital gap (spin up / spin down) is 3.978 / 5.416 eV. The LUMO energy (spin up / spin down) is 0.0163 / 0.0050 hartree. The expectation value of S² is 8.80. The multiplicity is 6.

***

A single C12H10 molecule at a distorted geometry. Source: OMol25; level of theory: ωB97M-V/def2-TZVPD.

Each line ends with the natural charge from an NBO analysis.
Geometry (Å):
C 2.2711 2.6461 -0.4345  -0.207
C 1.1397 2.9087 0.3359  -0.196
C 0.2497 1.7773 0.4961  -0.190
C 0.4127 0.5960 -0.1742  -0.048
C 1.5899 0.3486 -0.8969  -0.137
C 2.5130 1.4245 -1.1136  -0.214
C -0.5549 -0.5563 0.0755  0.006
C -1.4413 -0.9409 -0.9030  -0.238
C -2.2386 -1.9638 -0.7586  -0.187
C -2.2546 -2.6765 0.4802  -0.206
C -1.4110 -2.2143 1.5320  -0.192
C -0.5561 -1.2024 1.3597  -0.174
H 3.2218 3.4388 -0.3666  0.209
H 1.1192 3.7788 0.7257  0.200
H -0.5820 1.8277 1.0747  0.204
H 1.6477 -0.3449 -1.3802  0.147
H 3.5092 1.0681 -1.6774  0.224
H -1.4705 -0.5999 -1.8846  0.213
H -2.8199 -2.3728 -1.5938  0.210
H -2.8153 -3.5216 0.5501  0.204
H -1.5161 -2.5636 2.6303  0.211
H -0.0138 -0.8577 1.9232  0.163

Its calculated total energy is -463.0755 Ha. The frontier orbital gap is 9.872 eV. The LUMO energy is 0.0359 hartree. As for the SMILES: c1ccc(-c2ccccc2)cc1.